A molecular structure, C28H47BrHgN2OP2 in a non-equilibrium geometry, computed with ωB97M-V/def2-TZVPD.

Geometry as XYZ:
```
82
Properties=species:S:1:pos:R:3:mulliken_charge:R:1
N 4.796 -0.007 6.269 -0.511
C 3.530 0.387 6.214 -0.410
C 2.790 0.371 5.028 -0.627
C 3.360 -0.158 3.838 -0.036
C 4.693 -0.633 3.937 -0.388
C 5.356 -0.502 5.164 -0.455
C 2.514 -0.405 2.686 -0.462
Hg 1.796 -0.838 0.230 1.435
P 0.792 -2.209 -1.459 -0.270
C 2.549 -1.678 2.042 -0.711
C 1.536 -2.685 2.495 0.686
C 1.784 -4.061 2.370 -0.574
C 0.771 -4.989 2.616 -0.386
C -0.505 -4.532 3.014 -0.259
C -0.715 -3.158 3.241 -0.529
C 0.306 -2.241 2.997 0.053
Br -1.945 -5.688 3.050 -0.052
H 1.685 0.297 2.534 0.556
H 3.523 -2.112 1.824 0.918
H 1.754 0.712 5.058 0.409
H 5.229 -1.049 3.091 0.380
H 3.092 0.752 7.141 0.387
H 6.401 -0.804 5.260 0.386
H 2.776 -4.372 2.049 0.436
H 0.181 -1.190 3.234 0.351
H 0.951 -6.050 2.449 0.450
H -1.668 -2.781 3.591 0.467
P 2.593 1.257 -1.028 0.312
C -0.155 -3.301 -0.329 0.801
C -0.885 -4.585 -0.703 -1.266
H -0.871 -2.644 0.181 0.315
H 0.569 -3.565 0.456 -0.467
H -1.391 -4.959 0.198 0.252
H -1.652 -4.433 -1.471 0.397
H -0.191 -5.371 -1.027 0.333
C 2.439 -2.584 -2.222 0.315
C 2.734 -3.334 -3.536 -1.460
H 2.980 -3.124 -1.419 0.410
H 2.930 -1.594 -2.316 -0.351
H 3.828 -3.483 -3.580 0.420
H 2.265 -4.325 -3.590 0.380
H 2.461 -2.749 -4.424 0.335
C -0.215 -0.924 -2.302 1.224
C -1.391 -1.129 -3.275 -1.497
H 0.538 -0.336 -2.854 -0.144
H -0.584 -0.296 -1.470 -0.517
H -1.733 -0.123 -3.590 0.400
H -1.090 -1.670 -4.184 0.399
H -2.256 -1.636 -2.822 0.367
C 1.266 2.042 -1.998 0.186
C 1.500 3.457 -2.510 -1.440
H 0.366 2.008 -1.367 -0.165
H 1.078 1.389 -2.853 0.312
H 1.577 4.210 -1.720 0.295
H 2.391 3.524 -3.140 0.337
H 0.641 3.737 -3.130 0.433
C 3.939 0.879 -2.217 -0.786
C 5.085 0.045 -1.636 -1.112
H 4.328 1.848 -2.578 0.580
H 3.473 0.375 -3.078 0.462
H 5.610 0.573 -0.826 0.366
H 4.750 -0.917 -1.225 0.183
H 5.815 -0.167 -2.432 0.400
C 3.303 2.560 0.033 -0.518
C 2.309 3.290 0.931 -1.064
H 3.813 3.269 -0.633 0.503
H 4.078 2.071 0.647 0.476
H 2.744 3.417 1.931 0.382
H 2.084 4.291 0.540 0.358
H 1.363 2.743 1.036 -0.024
C -1.766 2.644 2.319 -0.653
N -2.433 1.999 1.196 0.171
C -3.846 2.264 0.970 -0.848
C -1.802 1.061 0.480 -0.212
O -0.602 0.719 0.687 -0.936
H -2.466 3.376 2.727 0.345
H -0.849 3.154 1.993 0.167
H -1.504 1.911 3.096 0.239
H -4.035 2.383 -0.104 0.328
H -4.471 1.436 1.336 0.336
H -4.112 3.183 1.499 0.291
H -2.419 0.621 -0.326 0.404
```

Summary:
Lowest unoccupied orbital energy (spin up / spin down) in eV: -7.32 / -7.33
Total charge: +2
HOMO level (spin up / spin down) in eV: -13.28 / -13.28
Maximum force in hartree/bohr: 0.0433
Energy relative to the best compared isomer or geometry (same formula, charge and spin) in eV: 1.7376

A molecular structure, C28H47BrNOOsP3 in a non-equilibrium geometry, computed with ωB97M-V/def2-TZVPD.

Geometry as XYZ:
```
82
Properties=species:S:1:pos:R:3:mulliken_charge:R:1
C -0.633 7.410 -6.277 -0.200
C -0.817 6.039 -6.544 0.584
C -1.123 5.637 -7.858 -0.212
C -1.241 6.624 -8.846 -0.247
N -1.067 7.916 -8.572 -0.424
C -0.772 8.318 -7.336 -0.252
C -0.704 5.061 -5.496 -0.091
C -0.628 4.212 -4.623 -0.487
C -0.470 3.253 -3.585 0.861
C 0.617 3.380 -2.702 -0.721
C 0.822 2.447 -1.697 -0.848
C -0.058 1.356 -1.593 0.522
C -1.209 1.254 -2.410 -0.378
C -1.387 2.190 -3.419 -0.852
Os 0.097 -0.047 -0.160 1.155
P 1.912 -0.933 -1.001 0.952
H -1.272 4.589 -8.107 0.467
H -0.394 7.765 -5.277 0.484
H -1.482 6.342 -9.875 0.409
H -0.639 9.389 -7.161 0.416
H -2.241 2.121 -4.091 0.526
H 1.300 4.223 -2.816 0.498
H -1.923 0.453 -2.219 0.554
H 1.628 2.560 -0.969 0.463
C 2.283 -2.593 -0.278 -0.510
C 3.251 -3.532 -1.010 -1.213
H 1.293 -3.062 -0.169 0.440
H 2.612 -2.408 0.757 0.309
H 3.497 -4.383 -0.360 0.410
H 2.807 -3.953 -1.918 0.287
H 4.199 -3.055 -1.278 0.255
C 1.770 -1.214 -2.826 0.490
C 2.831 -0.548 -3.700 -1.510
H 0.772 -0.818 -3.079 -0.074
H 1.723 -2.301 -2.993 0.263
H 2.584 -0.719 -4.757 0.426
H 2.866 0.540 -3.554 0.306
H 3.837 -0.964 -3.542 0.290
C 3.412 0.128 -0.739 -0.077
C 4.775 -0.559 -0.768 -1.572
H 3.255 0.633 0.226 0.073
H 3.365 0.930 -1.491 0.330
H 5.562 0.195 -0.628 0.467
H 4.882 -1.288 0.043 0.376
H 4.978 -1.045 -1.730 0.237
Br -0.560 -1.636 1.554 -0.343
P -2.662 -3.518 -4.293 0.377
C -0.819 -3.590 -4.189 0.236
C -0.280 -5.014 -4.344 -1.341
H -0.540 -3.163 -3.215 -0.338
H -0.440 -2.934 -4.986 0.527
H 0.785 -4.977 -4.601 0.376
H -0.375 -5.587 -3.413 0.363
H -0.797 -5.559 -5.144 0.422
C -3.103 -3.224 -2.525 -0.099
C -4.515 -3.733 -2.222 -1.248
H -3.007 -2.149 -2.318 0.012
H -2.354 -3.768 -1.933 0.444
H -4.624 -3.902 -1.146 0.381
H -5.281 -3.004 -2.512 0.349
H -4.719 -4.676 -2.741 0.372
C -2.881 -1.808 -4.955 -0.164
C -3.127 -1.800 -6.466 -1.257
H -1.979 -1.236 -4.694 0.034
H -3.738 -1.381 -4.414 0.499
H -3.594 -0.851 -6.757 0.381
H -2.193 -1.892 -7.031 0.332
H -3.799 -2.611 -6.769 0.380
C 2.044 3.179 2.741 -1.217
P 1.366 1.537 2.536 0.762
C 2.584 0.357 3.104 -0.926
C -0.119 1.400 3.494 -0.949
O 1.097 1.339 1.031 -0.832
H 2.257 3.351 3.803 0.460
H 1.309 3.912 2.388 0.363
H 2.970 3.275 2.160 0.350
H 2.760 0.520 4.176 0.465
H 2.209 -0.667 2.952 0.258
H 3.529 0.502 2.559 0.377
H -0.837 2.157 3.149 0.345
H -0.535 0.392 3.357 0.217
H 0.119 1.576 4.553 0.448
```

Summary:
Lowest unoccupied orbital energy (spin up / spin down) in eV: -12.39 / -13.91
Total charge: +4
HOMO level (spin up / spin down) in eV: -18.73 / -18.85
Maximum force in hartree/bohr: 0.0780
Energy relative to the best compared isomer or geometry (same formula, charge and spin) in eV: 0.0000
⟨S²⟩: 6.078
Spin multiplicity: 5

A molecular structure, C28H47CdO17P2 in a non-equilibrium geometry, computed with ωB97M-V/def2-TZVPD.

Geometry as XYZ:
```
95
Properties=species:S:1:pos:R:3:mulliken_charge:R:1
Cd -2.125 -1.322 0.686 2.439
O -0.824 -0.024 0.035 0.347
H 0.114 0.145 -0.042 -0.595
C -0.344 4.361 -3.849 -0.813
C -1.163 3.852 -2.860 -0.571
C -0.720 2.833 -2.032 -0.335
C 0.524 2.246 -2.322 0.546
C 1.325 2.689 -3.356 -0.211
C 0.890 3.790 -4.080 0.910
O 1.615 4.301 -5.124 -0.592
O -1.452 2.415 -0.970 -0.384
H -0.700 5.107 -4.547 0.404
H -2.179 4.177 -2.663 0.436
H 0.726 1.390 -1.686 0.007
H 2.262 2.194 -3.570 0.069
H 2.477 3.914 -5.282 0.300
H -1.167 1.528 -0.639 -0.203
C -0.559 -2.150 -2.970 -0.013
C 0.259 -1.363 -3.758 -0.848
C 1.159 -2.011 -4.599 0.720
C 1.198 -3.402 -4.717 -0.674
C 0.360 -4.173 -3.929 -0.438
C -0.511 -3.538 -3.080 0.222
O -1.251 -4.289 -2.190 -0.544
O 1.961 -1.305 -5.462 -0.514
H -1.283 -1.713 -2.293 0.114
H 0.118 -0.290 -3.727 0.558
H 1.889 -3.816 -5.437 0.312
H 0.422 -5.253 -3.962 0.479
H -1.852 -3.819 -1.620 0.223
H 2.333 -1.847 -6.159 0.296
C 0.285 3.812 3.455 -0.984
C -0.164 2.668 2.780 -0.290
C -0.198 1.454 3.435 0.390
C 0.173 1.365 4.775 -0.567
C 0.590 2.483 5.455 -0.594
C 0.621 3.714 4.800 0.546
O 0.954 4.831 5.496 -0.574
O -0.528 0.291 2.760 0.090
H 0.300 4.764 2.942 0.357
H -0.453 2.641 1.733 0.848
H 0.180 0.404 5.274 0.334
H 0.915 2.424 6.485 0.445
H 0.573 5.637 5.145 0.312
H -0.405 0.479 1.814 0.014
C 3.345 -2.826 0.952 -0.815
O 2.000 -2.605 0.513 0.751
P 0.788 -3.302 1.288 -0.555
O -0.526 -2.772 0.898 -0.679
O 1.031 -4.846 0.959 -0.371
C 1.293 -5.291 -0.364 -0.532
O 1.172 -3.215 2.812 -0.311
C 0.284 -2.699 3.797 -0.591
H 3.852 -3.568 0.334 0.301
H 3.363 -3.236 1.961 0.471
H 3.928 -1.910 0.944 0.009
H 0.430 -5.855 -0.727 0.293
H 2.014 -6.113 -0.414 0.329
H 1.549 -4.529 -1.094 0.136
H 0.845 -2.076 4.496 0.242
H -0.049 -3.506 4.456 0.342
H -0.575 -2.129 3.455 0.084
C -6.228 -0.541 -0.472 -0.639
O -6.132 0.538 0.479 -0.301
P -4.938 0.601 1.507 0.068
O -3.636 0.048 1.095 0.254
O -4.910 2.120 1.967 -0.288
C -4.061 2.578 3.004 -0.671
O -5.453 -0.177 2.801 -0.286
C -6.721 0.035 3.417 -0.747
H -5.346 -1.168 -0.577 0.192
H -6.456 -0.100 -1.441 0.249
H -7.105 -1.116 -0.179 0.303
H -3.531 3.475 2.690 0.274
H -3.363 1.828 3.383 0.249
H -4.619 2.883 3.895 0.353
H -7.211 0.959 3.105 0.356
H -6.532 0.028 4.488 0.273
H -7.432 -0.758 3.182 0.279
C 3.791 -1.188 -2.527 -0.216
O 5.070 -0.609 -2.458 -0.505
C 5.011 0.743 -2.027 -0.410
C 4.549 0.885 -0.569 -0.377
O 3.176 1.206 -0.601 0.039
C 2.689 1.570 0.662 -0.759
H 3.090 -0.656 -3.178 0.157
H 3.314 -1.291 -1.544 -0.036
H 3.921 -2.203 -2.912 0.317
H 4.402 1.384 -2.664 0.137
H 6.062 1.034 -2.047 0.369
H 5.183 1.592 -0.016 0.498
H 4.731 -0.019 0.033 0.052
H 1.668 1.958 0.607 -0.027
H 3.211 2.452 1.056 0.424
H 2.714 0.790 1.432 0.343
```

Summary:
Lowest unoccupied orbital energy in eV: -4.36
Total charge: +1
HOMO level in eV: -9.31
Maximum force in hartree/bohr: 0.0644
Energy relative to the best compared isomer or geometry (same formula, charge and spin) in eV: 0.0000

A molecular structure, C28H47ClCuN2O4S in a non-equilibrium geometry, computed with ωB97M-V/def2-TZVPD.

Geometry as XYZ:
```
84
Properties=species:S:1:pos:R:3:mulliken_charge:R:1
C 0.202 -0.969 4.800 -0.542
C -0.702 -1.016 3.855 -0.581
C -1.754 -1.341 2.660 0.177
C -1.164 -2.367 1.556 -1.002
C -2.264 -3.323 0.867 -0.066
C -3.396 -2.593 -0.007 -0.527
C -4.514 -1.788 0.838 -0.660
C -5.272 -2.657 1.966 -0.161
N -6.705 -2.150 1.990 -0.685
S -1.327 -4.625 -0.074 1.381
O -1.231 -5.827 0.875 -0.727
O -2.021 -5.134 -1.314 -0.652
O 0.246 -4.083 -0.290 -0.503
C 0.295 -2.668 -0.714 -0.018
Cl -0.679 -2.378 -2.285 -0.089
C 1.865 -2.466 -1.156 -0.942
C 2.175 -2.906 -2.675 -0.085
C 3.760 -3.295 -2.737 -0.636
C 4.657 -2.171 -3.497 -0.745
N 4.579 -0.852 -2.776 0.301
C 4.151 0.366 -3.453 -0.345
C 4.107 1.589 -2.473 -0.424
C 4.592 0.966 -1.079 -0.451
C 4.876 -0.567 -1.375 -0.377
C -0.143 -1.646 0.484 1.422
O 1.083 -1.395 1.272 -0.665
C -0.649 -0.208 -0.022 -0.767
C 0.375 0.577 -0.998 0.495
C -0.488 1.815 -1.644 -0.494
C 0.424 3.088 -2.042 -0.280
C -0.290 4.535 -1.762 -1.146
C -0.012 5.080 -0.236 -0.728
C -1.194 4.632 0.771 -0.246
C -0.567 4.764 2.287 -0.767
C 0.248 3.381 2.587 0.245
C 1.197 3.699 3.880 -1.198
H 0.851 -1.222 5.725 0.349
H -2.625 -1.910 3.187 0.125
H -2.221 -0.387 2.231 0.141
H -0.461 -3.082 2.156 0.378
H -2.817 -3.868 1.738 0.688
H -3.016 -1.888 -0.828 0.097
H -3.973 -3.440 -0.567 0.457
H -5.332 -1.474 0.068 0.450
H -4.090 -0.781 1.241 0.186
H -4.786 -2.499 3.015 0.129
H -5.234 -3.771 1.632 0.239
H -7.241 -2.629 2.730 0.255
H -6.712 -1.123 2.158 0.218
H 2.460 -3.135 -0.414 0.607
H 2.243 -1.398 -1.000 -0.021
H 1.601 -3.857 -3.014 0.380
H 1.945 -2.000 -3.365 0.211
H 3.894 -4.328 -3.231 0.366
H 4.198 -3.398 -1.666 0.283
H 5.738 -2.597 -3.538 0.284
H 4.266 -1.976 -4.566 0.307
H 3.832 0.569 -4.537 0.270
H 3.826 2.680 -2.667 0.428
H 4.684 1.542 -0.094 0.347
H 5.253 -1.288 -0.570 0.289
H 0.948 -0.511 1.693 0.441
H -0.822 0.513 0.881 -0.032
H -1.670 -0.225 -0.580 0.160
H 0.797 -0.053 -1.858 -0.220
H 1.286 1.024 -0.429 0.143
H -0.989 1.425 -2.624 0.200
H -1.381 2.114 -0.957 0.379
H 1.448 3.034 -1.510 0.149
H 0.574 3.033 -3.215 0.520
H 0.223 5.330 -2.452 0.566
H -1.425 4.524 -2.023 0.583
H 0.118 6.223 -0.301 0.350
H 0.994 4.645 0.128 0.211
H -2.112 5.308 0.623 0.360
H -1.520 3.536 0.667 -0.006
H 0.133 5.682 2.298 0.287
H -1.488 4.895 2.977 0.358
H 0.969 3.094 1.731 -0.051
H -0.448 2.499 2.833 0.126
H 0.510 4.016 4.744 0.316
H 1.862 2.791 4.109 0.325
H 1.889 4.577 3.553 0.311
Cu -0.638 3.722 -4.192 0.549
```

Summary:
Lowest unoccupied orbital energy in eV: -6.04
Total charge: +1
HOMO level in eV: -10.22
Maximum force in hartree/bohr: 0.1541

A gas-phase ion, C28H47ClN4O3P (charge +1) in a non-equilibrium geometry, computed with ωB97M-V/def2-TZVPD.

Geometry as XYZ:
```
84
Properties=species:S:1:pos:R:3:mulliken_charge:R:1
C 4.279 -0.193 3.590 -1.174
C 4.685 -0.081 2.060 0.381
C 5.733 1.060 1.776 -0.815
C 5.336 2.483 2.322 -0.408
C 4.791 3.435 1.188 -1.229
C 3.393 2.989 0.622 0.322
C 2.219 3.453 1.568 -0.928
C 1.136 2.330 1.736 -0.501
C 0.174 2.210 0.474 -0.807
C 0.651 0.985 -0.436 0.124
C 0.084 -0.352 0.188 -1.687
N -0.920 -1.096 -0.713 1.666
C -2.062 -0.133 -0.773 -1.105
C -3.459 -0.674 -1.248 -0.612
C -4.411 0.562 -1.474 -1.117
C -5.014 1.008 -0.072 -0.466
N -4.705 2.420 0.265 -0.176
C -5.821 3.052 0.961 0.373
C -5.718 3.484 2.460 -0.936
O -6.854 3.253 0.379 -0.503
C -0.221 -1.445 -2.019 0.752
C -0.891 -1.066 -3.362 -0.294
C -1.765 -1.905 -4.152 -0.404
C -2.299 -1.408 -5.379 -0.304
N -2.101 -0.221 -6.011 -0.562
C -1.247 0.511 -5.254 -0.424
C -0.643 0.216 -3.994 -0.367
O -0.071 -2.882 -2.135 -0.405
C 0.218 -3.258 -0.761 -0.509
P 0.223 -5.143 -0.550 0.297
C 1.781 -5.672 -1.482 -1.089
C 0.572 -5.591 1.234 -0.983
C -0.994 -2.434 -0.082 0.249
Cl -2.368 -3.577 -0.395 -0.046
O -0.821 -2.560 1.356 -0.322
C -2.016 -2.377 1.969 0.579
N -2.932 -2.228 2.628 -0.460
H 3.627 0.668 3.867 0.257
H 3.681 -1.134 3.720 0.360
H 5.216 -0.256 4.190 0.350
H 5.175 -1.057 1.789 0.416
H 3.764 -0.002 1.421 -0.430
H 5.855 1.148 0.666 0.337
H 6.706 0.732 2.215 0.387
H 6.274 2.968 2.704 0.327
H 4.617 2.458 3.178 0.268
H 4.801 4.505 1.516 0.349
H 5.529 3.367 0.343 0.395
H 3.421 1.874 0.549 -0.410
H 3.284 3.369 -0.430 0.412
H 2.659 3.679 2.568 0.390
H 1.729 4.379 1.185 0.404
H 1.659 1.336 1.845 0.035
H 0.499 2.439 2.647 0.463
H -0.889 2.054 0.807 0.186
H 0.164 3.150 -0.137 0.614
H 0.280 1.216 -1.461 -0.762
H 1.764 0.975 -0.449 0.667
H -0.379 -0.062 1.164 0.942
H 0.972 -0.968 0.450 0.468
H -2.263 0.405 0.190 0.396
H -1.840 0.693 -1.502 0.365
H -3.892 -1.235 -0.374 0.422
H -3.429 -1.401 -2.088 0.448
H -3.836 1.405 -1.938 0.518
H -5.270 0.227 -2.101 0.298
H -6.120 0.804 -0.070 0.370
H -4.604 0.386 0.775 0.311
H -4.431 2.945 -0.564 0.279
H -4.861 2.953 2.935 0.288
H -5.569 4.596 2.489 0.275
H -6.670 3.287 3.008 0.303
H 0.834 -1.105 -2.142 0.441
H -2.019 -2.927 -3.805 0.405
H -2.994 -2.098 -5.918 0.359
H -0.982 1.502 -5.700 0.373
H 0.039 0.952 -3.522 0.365
H 1.231 -2.919 -0.415 0.237
H 2.630 -5.090 -1.030 0.331
H 1.657 -5.474 -2.571 0.317
H 2.002 -6.746 -1.293 0.396
H 0.547 -4.726 1.940 0.277
H -0.116 -6.407 1.573 0.321
H 1.607 -6.020 1.295 0.370
```

Summary:
Lowest unoccupied orbital energy in eV: -2.92
Total charge: +1
HOMO level in eV: -11.18
Maximum force in hartree/bohr: 0.1040
SMILES: CCCCCCCCCCC[N@@+]1(CCCCNC(C)=O)[C@H](c2ccncc2)O[C@H](P(C)C)[C@@]1(Cl)OC#N